# C4H7NO

An isolated molecule of C4H7NO in a non-equilibrium geometry (ωB97M-V/def2-TZVPD, the OMol25 dataset).

Last column: Löwdin charge in e.
CARTESIAN COORDINATES (ANGSTROEM)
C1 1.138 0.109 -0.276  -0.42
C2 0.146 1.196 0.057  -0.06
C3 0.165 -1.036 -0.127  -0.06
C4 -0.869 0.046 0.323  -0.35
N1 2.374 0.100 -0.244  0.14
O1 -2.028 0.182 -0.533  -0.09
H1 0.325 1.763 0.961  0.10
H2 0.030 2.102 -0.631  0.14
H3 -0.239 -1.378 -1.119  0.14
H4 0.287 -1.648 0.705  0.09
H5 -1.297 -0.213 1.380  0.17
H6 2.777 -0.863 -0.317  0.07
H7 -2.807 -0.359 -0.178  0.12

The HOMO-LUMO gap is 10.2 eV. The value obtained for the maximum force is 3.9 eV Å⁻¹. The energy relative to the best compared isomer or geometry (same formula, charge and spin) is 65.8 kcal/mol. As for the total charge: 0.